No. 1
Formula: C34H88F6HgN9O12S2
Source: the Open Molecules 2025 dataset
Level of theory: ωB97M-V with the def2-TZVPD basis set

The geometry in XYZ format:
```
152
Properties=species:S:1:pos:R:3
C -21.4671 -27.8238 18.2485
H -13.6311 -31.2057 26.4635
H -20.5676 -22.0365 17.4593
H -17.6037 -27.5855 24.9089
C -21.8267 -26.9082 17.0548
H -18.7217 -26.9933 27.0462
H -8.3514 -20.7990 22.0965
C -13.3955 -28.4546 27.5679
H -21.6072 -23.5008 21.2033
C -10.8446 -21.5769 20.0870
H -10.9902 -24.1266 27.6094
H -17.6796 -22.0059 13.4212
H -16.0875 -28.7337 23.2876
C -10.4543 -26.3386 26.5804
N -13.1935 -27.9874 25.1075
H -13.8690 -30.6755 24.8704
H -14.8036 -28.6724 26.0839
C -20.6213 -22.6313 26.0647
H -12.2274 -26.2724 29.0404
H -21.6361 -27.8543 20.4608
N -13.6210 -24.6847 23.4997
H -11.0433 -21.4646 26.3702
C -18.0880 -22.0231 16.2030
N -13.4645 -23.6021 26.8660
H -18.3879 -25.2250 26.8792
H -18.8081 -23.7507 17.2300
H -22.2128 -29.3019 17.0914
N -14.7258 -18.4270 23.4377
H -15.1185 -17.6791 21.5238
H -13.8261 -18.7074 23.0742
O -15.7020 -26.9085 24.2957
H -17.4376 -25.8775 24.6496
H -20.8047 -21.5665 25.9211
H -21.0601 -26.1464 16.9137
H -13.6800 -26.9010 29.8067
H -17.5255 -17.3334 21.8193
H -13.1185 -21.3837 17.4309
H -16.6184 -27.2375 22.4356
H -9.6620 -20.7848 17.9284
C -9.2823 -21.2095 21.7054
H -10.8362 -27.2993 26.9257
C -12.7806 -21.7852 18.3862
O -20.7695 -26.0834 19.8408
H -17.5515 -23.5570 19.1095
H -15.9374 -25.0975 27.6137
H -9.7815 -25.9816 27.3600
N -10.5018 -21.2329 17.5908
F -17.1310 -24.4831 22.6749
H -13.5257 -28.2378 24.1871
H -22.8701 -26.6191 17.1808
H -20.1266 -22.8777 18.9720
H -19.8740 -21.4934 23.7192
C -11.8822 -26.0410 22.0173
N -15.9674 -25.3017 26.6250
O -14.1237 -22.0205 22.7911
H -12.4836 -23.0260 25.1756
H -18.6633 -21.2021 15.7750
H -16.3246 -19.6000 20.5680
C -11.2089 -24.1118 26.5417
N -18.2906 -22.4694 25.7871
O -15.3596 -23.0910 24.6125
H -12.6157 -21.0774 26.7723
H -20.1030 -22.6251 21.1826
N -17.3822 -22.8696 18.3892
H -17.3653 -17.7364 23.5722
C -20.9854 -22.8251 21.7905
C -12.2555 -23.1254 26.2368
Hg -13.7971 -25.6155 25.5165
F -11.1401 -26.2986 23.0905
H -18.4422 -15.3767 23.5169
H -20.3984 -28.0385 18.2514
O -11.5810 -25.4569 26.1790
H -20.3536 -22.6719 27.1205
H -11.7041 -21.5125 20.7543
H -21.7629 -27.4245 16.0970
C -13.7381 -28.8988 26.1220
C -13.3816 -30.3785 25.7990
H -17.7939 -14.8054 21.9795
H -21.4139 -21.8229 21.7857
H -19.5848 -21.1349 18.5810
C -16.6831 -26.5322 26.5572
H -9.7590 -26.6538 25.8024
H -19.6624 -26.7634 21.5320
H -9.2870 -22.2265 22.0976
C -19.6435 -22.5586 23.7361
C -18.5291 -22.7440 17.5409
O -13.7170 -27.0096 27.6486
C -13.2913 -26.4561 28.8907
H -11.6612 -21.8836 28.0090
H -18.6956 -22.6987 23.2165
C -15.9856 -19.6655 21.6019
H -10.9301 -20.7784 16.7970
H -19.1977 -24.0950 25.1095
C -15.5714 -18.2787 22.3133
H -10.6008 -22.6349 19.9902
O -20.6078 -23.3761 23.0665
C -19.4231 -23.0297 25.1587
H -12.7576 -22.8416 18.1186
H -15.0262 -27.5271 22.4032
H -17.1272 -14.2991 23.4283
F -11.1194 -25.9455 20.9406
C -19.8068 -22.1436 18.2325
F -12.8668 -26.8549 21.8896
N -22.1887 -29.0707 18.0743
H -21.5880 -23.1209 25.9469
C -19.5199 -26.3105 20.5509
H -14.4411 -17.5723 23.8943
C -11.8810 -21.8645 26.9416
C -11.4112 -21.0608 18.7487
H -13.7298 -25.4585 28.9170
H -16.1651 -27.3363 27.0799
O -11.5673 -23.4948 22.9954
F -16.4907 -22.7757 21.4545
F -15.6944 -24.6855 21.0604
H -11.5937 -19.9961 18.8940
O -16.4057 -16.0359 22.8864
H -10.0699 -20.7583 22.3090
S -14.6998 -23.2971 23.2867
H -16.2813 -22.0257 14.5113
H -13.5761 -21.5763 19.1016
H -16.5029 -23.0134 17.9135
H -13.9958 -29.0009 28.2954
H -12.2105 -28.1922 24.9984
H -17.1169 -21.5770 16.4173
H -14.2731 -23.0447 26.6304
H -16.6939 -23.4654 13.5462
H -21.6928 -29.7822 18.5918
H -12.3184 -28.6092 27.6314
H -17.8840 -26.1388 28.2671
H -10.2796 -23.9280 26.0025
C -16.8520 -17.3928 22.6742
S -12.6182 -24.3409 22.3815
H -17.5071 -22.5455 25.1543
H -13.3229 -23.2159 27.7884
O -17.9037 -23.0003 15.1945
H -16.7533 -20.2608 22.0963
C -16.0859 -23.9256 22.0568
C -17.9932 -26.1943 27.1840
C -21.6783 -27.1266 19.6504
O -9.6772 -20.8963 20.4479
H -22.6714 -26.6773 19.6604
H -16.6164 -24.5537 26.4266
H -18.9254 -25.3970 20.5617
O -13.0767 -23.9122 21.0569
H -15.0702 -20.2538 21.5387
C -17.5227 -15.1998 22.9588
C -17.0986 -22.6228 14.1068
C -16.9209 -26.7483 25.0532
H -19.0157 -27.1260 20.0323
H -12.3243 -30.4998 25.5633
C -15.8642 -27.6869 23.0816
H -18.3898 -21.4717 25.6651
```

Values from the calculation:
2S+1   1
HOMO level   -10.24 eV
Gap between HOMO and LUMO   7.8 eV
Energy relative to the best compared isomer or geometry (same formula, charge and spin)   0.210 eV
Charge   +1
Strongest force on any atom   7.44 eV/A

These are the Mulliken partial charges, in e, on atoms 1 to 6:
1 C 0.7007
2 H 0.3880
3 H 0.4912
4 H 0.6599
5 C -1.3130
6 H 0.3971

***

No. 2
Formula: C34H89N6O9Y
Source: the Open Molecules 2025 dataset
Level of theory: ωB97M-V with the def2-TZVPD basis set

The geometry in XYZ format:
```
139
Properties=species:S:1:pos:R:3
C -12.3670 -7.4121 -0.4450
H -7.4002 -11.1790 0.5948
H -11.1283 -11.4437 -4.1576
H -12.2744 -14.4114 -4.4996
N -11.6487 -12.6031 -2.6900
Y -11.0704 -5.1410 -3.1013
H -9.7960 -2.5466 -7.6512
C -13.4952 -8.6875 -2.1125
H -11.1780 -7.5653 1.9257
O -7.1315 -5.1443 -5.0111
H -8.7717 -9.1436 -1.7983
C -13.3463 -6.7824 -5.2610
H -13.9034 -14.7293 -4.0003
H -13.2019 -3.3511 -1.9361
C -10.5533 -6.9808 1.2402
C -8.0497 -12.0075 5.5125
H -5.9880 -4.5937 -3.5041
H -11.8248 -15.3221 0.0384
H -12.5924 -13.8172 0.3158
H -9.7420 -5.4377 -0.5024
H -5.4901 -9.3537 -7.2656
H -6.2511 -3.1956 -4.6006
H -5.7791 -4.6700 -6.5533
O -11.7678 -11.4242 -3.4364
C -9.3079 -12.2742 -2.1563
H -10.2467 -14.4725 -1.4134
H -8.1289 -8.8000 3.9456
H -10.1333 -6.0115 -5.5862
H -11.5793 -10.4429 -1.1001
H -6.5975 -11.2782 3.4868
H -12.4829 -15.4738 -2.2381
C -8.0756 -10.1136 2.3313
H -5.0637 -10.4645 -5.2296
H -7.6491 -4.4362 1.0386
O -13.0409 -5.6647 -4.4510
H -6.7361 -8.8837 3.0816
H -6.3780 -5.6858 1.3152
H -9.7300 -2.3088 -5.9293
C -6.8703 -5.0482 0.5890
H -8.4225 -5.6085 -3.3029
H -9.2289 -11.3399 -2.7209
H -10.3034 -9.1981 -3.6305
H -7.9303 -9.5520 0.1824
C -11.1708 -7.1430 -8.6754
H -6.7620 -2.9067 -1.6957
H -13.6555 -6.6032 -6.2902
C -10.9341 -6.9989 -0.2300
H -7.7237 -12.9768 5.1268
H -8.5341 -12.2440 -1.3832
C -12.9209 -13.3420 -2.6860
H -10.4831 -6.0255 1.7633
H -7.7096 -8.0033 -2.6250
C -7.5715 -2.5705 -2.3493
H -12.7724 -8.1752 0.2245
H -9.3988 -5.5893 -7.7189
C -14.1542 -4.7527 -4.2449
N -10.0100 -5.0219 -5.3307
H -13.9058 -14.8239 -1.5318
C -5.2913 -9.3931 -5.3016
H -15.0551 -12.9067 -2.4301
C -12.8680 -14.5720 -1.7603
O -11.3051 -6.1932 -7.6328
H -11.8023 -11.6623 0.1156
H -8.5498 -3.1815 -4.1359
H -13.9227 -12.1625 -1.2270
C -15.4717 -3.6046 -2.3831
H -7.8249 -9.6821 -3.1744
O -8.4073 -11.1081 4.4674
H -6.3624 -9.9275 1.0437
H -10.1618 -13.6302 0.1868
H -16.4065 -3.7296 -2.9427
H -10.1848 -10.9107 -0.1488
H -13.9062 -3.7789 -4.6831
C -9.5201 -3.0372 -6.7164
H -8.9820 -5.0639 -5.3496
C -11.0898 -11.2975 -0.6257
C -7.4314 -10.1412 0.9453
C -9.1105 -8.5142 -5.1896
H -4.7733 -8.7475 -4.6016
C -7.9423 -3.6516 -3.3539
C -6.1776 -5.5207 -5.9999
H -7.1477 -1.7405 -2.9141
O -5.0779 -8.8237 -6.5781
H -9.6002 -7.5062 1.3564
H -8.1280 -8.0892 -5.4378
H -12.4271 -7.3638 -5.3960
H -7.9421 -12.2222 2.8194
C -10.4673 -4.2392 -6.5227
N -10.7125 -5.6100 -0.7799
H -8.9715 -13.0729 -2.8186
H -9.8670 -8.0774 -5.8452
H -15.1159 -2.6230 -2.6972
H -10.1120 -7.4270 -8.7489
H -8.9609 -12.0598 6.1027
N -13.1842 -4.3648 -2.0653
H -14.7611 -5.6737 -2.4339
H -8.9108 -9.5534 -5.4672
O -10.1495 -7.2274 -3.3585
C -6.7095 -4.0803 -4.1556
H -11.3886 -6.6717 -9.6382
C -12.0784 -14.3884 -0.4642
C -10.7022 -13.7266 -0.7522
H -9.1452 -10.2871 2.1758
O -7.4530 -5.8862 -0.4368
H -15.7856 -3.7672 -1.3537
H -6.3673 -9.4994 -5.0892
H -8.1323 -4.8923 -1.8831
C -10.4035 -5.1209 -7.7390
H -14.1802 -8.3929 -2.9119
H -13.3478 -4.7328 -1.1283
O -12.6859 -7.5617 -1.8082
H -8.3982 -2.2736 -1.7055
H -6.7492 -6.2174 -6.6156
H -6.8494 -6.5937 -0.6862
H -12.8711 -9.4868 -2.5269
N -7.7482 -8.8453 3.0095
H -13.9723 -7.5183 -4.7505
H -10.4091 -4.6365 -8.7225
H -11.1950 -4.9695 -0.1443
C -10.7073 -12.4369 -1.5723
C -13.1565 -13.9357 -4.0698
H -11.3952 -3.7186 -6.2784
H -5.3371 -6.1193 -5.6353
C -14.4828 -4.6735 -2.7732
H -12.9607 -6.5921 0.0183
C -9.5371 -8.4113 -3.7237
H -7.2078 -11.5969 6.0794
H -14.0610 -11.4644 -2.7536
N -8.6890 -4.7961 -2.7369
H -10.2069 -7.6035 -0.7685
H -13.5148 -13.1973 -4.7915
C -8.3970 -8.8430 -2.7782
H -8.4510 -3.2444 -6.7113
H -15.0267 -5.0772 -4.8138
H -6.1885 -4.3398 0.1193
C -7.6759 -11.2576 3.2778
H -11.7690 -8.0324 -8.5175
H -14.0408 -9.0799 -1.2531
C -14.0823 -12.4458 -2.2749
```

Values from the calculation:
2S+1   1
HOMO level   -11.58 eV
Gap between HOMO and LUMO   6.1 eV
Charge   +2
Strongest force on any atom   4.57 eV/A

These are the Mulliken partial charges, in e, on atoms 1 to 6:
1 C -1.8451
2 H 0.2368
3 H 0.2992
4 H 0.4502
5 N 0.1788
6 Y 0.5012

***

No. 3
Formula: C34H89N7O10
Source: the Open Molecules 2025 dataset
Level of theory: ωB97M-V with the def2-TZVPD basis set

The geometry in XYZ format:
```
140
Properties=species:S:1:pos:R:3
H 10.7872 2.4390 -1.5025
H 3.5374 -5.1365 1.0031
H -1.2694 6.3018 -6.7085
H 8.7472 0.1918 -3.7213
H 1.5505 8.9449 9.8914
H -5.7414 -12.5863 6.6291
H 2.6901 -6.5350 4.2821
C 3.5150 -4.9440 3.2671
C 11.6065 0.8983 -3.6466
H -5.2289 -6.8201 4.8097
C -7.6134 -6.1916 -9.4086
O -4.9466 -8.9999 4.8083
H 3.7109 -3.0349 4.0914
H 1.2704 10.2007 11.1193
H 2.3271 15.2576 7.8177
H 2.9168 9.5730 10.8740
C -4.7701 -16.9496 5.3417
H -8.7851 -7.8195 -8.3470
H -4.7374 -3.2286 -7.3450
H 10.4398 2.7138 -3.7626
H -1.8577 2.6987 -11.8038
C -8.3064 -7.6246 -9.3067
N -1.1268 1.1288 -0.6600
H -0.4551 2.2718 1.7353
H 1.0436 3.9582 -9.9233
C 2.3452 13.1367 9.2188
C 4.7618 -4.4880 6.0173
H -1.3289 1.9251 5.2010
C 0.0050 4.2402 -13.3038
H 0.7967 17.6955 7.1600
C 0.1893 3.7860 -9.2685
H -5.5626 -14.2995 4.3946
H 2.1824 16.9400 10.3493
H 0.8885 4.6824 -7.4908
H 0.9037 1.8646 -11.1650
C 1.9788 16.6868 9.3089
H -3.9805 -11.4151 5.0291
H 2.9322 12.9611 8.3173
H -5.7385 -15.2422 6.7990
H -3.5651 0.1151 -0.0311
H -4.9057 -4.7612 -6.4746
C 3.1047 -3.9048 4.3440
H -5.9964 -5.5916 -10.3329
C 1.2337 18.4204 7.8467
N -1.0630 3.7164 -10.0749
C -0.8695 1.9470 4.2127
H -4.1440 -17.6343 4.7696
C -0.9627 1.3166 1.8699
C 6.6901 1.2422 -4.5617
C -6.7450 -5.8065 -8.1053
C -1.0643 2.6670 -11.0571
C -5.3996 -4.0750 -7.1625
H -0.5569 3.7081 -14.0715
H 9.3756 1.0120 -5.2074
H -6.6090 -10.0549 5.5600
C -4.8232 -7.6538 5.3828
H -5.2012 -11.4250 3.8174
H 1.3519 13.1115 8.7707
N 2.7473 -6.1455 3.3520
H 0.5790 18.9542 8.5355
H 3.6031 11.9394 10.4654
N -5.6600 -12.6252 5.6231
H -0.2064 0.5320 1.8466
H -1.6649 3.5649 -9.2781
H -1.3889 1.7014 -10.6694
C 10.2925 1.6860 -3.4306
O -1.5959 1.4128 3.1401
O 2.1546 10.7808 9.4220
O -1.0899 4.3564 -7.3703
C -2.7279 -0.0344 0.6507
H 0.3042 2.8027 -8.8124
N -6.7837 -6.1773 -10.5721
H -0.8903 5.0991 -5.3978
O 3.4259 -4.2604 5.7032
C -5.0615 -11.4636 4.8978
O 7.8049 1.9270 -4.0406
H -5.2972 -9.9178 6.6266
H 4.5202 -5.3047 3.4850
H 6.8093 0.9401 -5.6022
C 9.0339 1.1381 -4.1800
C 0.0152 4.7481 -8.1398
H -9.1660 -7.7111 -9.9713
H 0.0687 1.8459 -12.7429
O 0.8857 3.4120 -12.5718
N 10.1638 1.7782 -1.9440
H -0.4240 2.9073 3.9529
H -8.3396 -5.4079 -9.6243
H 3.3224 14.2236 10.5474
H -2.4785 5.2295 -6.1704
H 1.9967 12.2563 11.0483
C -4.9960 -13.8625 5.2168
H 5.7241 1.6352 -4.2447
H 11.6441 -0.1910 -3.6388
C -1.8399 1.2553 0.6379
H 0.6789 4.8973 -13.8536
H 0.9184 16.4461 9.3852
C 1.9766 9.8205 10.3812
C -4.7970 -14.8871 6.3799
H -2.2098 -0.9528 0.3745
H 2.0430 -3.6599 4.3139
O 2.3825 17.7911 8.4848
H -0.0340 1.2606 4.3501
H 2.6608 -3.7134 1.6464
H 3.7924 15.6080 8.6206
H 5.4495 -3.8129 5.5079
H 4.8315 -4.2433 7.0772
H 4.3514 -3.7611 1.7502
H -4.1904 -14.5033 7.2002
H -5.3891 -16.5847 4.5221
H 5.0954 -5.5209 5.9180
H 9.3533 2.3807 -1.9347
H -0.5127 4.8726 -12.5825
H -3.7865 -7.3316 5.4813
C 2.5601 11.9929 10.1532
H 12.4008 1.3383 -3.0437
H 0.0091 5.7758 -8.5031
C 2.7323 15.4424 8.8125
C 0.2187 2.4043 -11.8189
H 6.5492 0.2652 -4.0994
H -6.3040 -7.0614 -10.6631
C -1.4034 5.2843 -6.3415
H -0.7416 2.0137 -0.9579
H 1.8324 -5.9264 2.9845
O -6.0052 -4.5991 -8.4621
C 3.4798 -4.4124 1.8158
H -3.9609 -13.6139 4.9827
H -1.7814 0.9712 -1.4128
H -7.5368 -8.3619 -9.5350
H -3.2516 -0.2295 1.5865
H -6.1219 -6.6182 -7.7297
H -6.2654 -3.6425 -6.6610
H 1.6072 19.2705 7.2758
C -5.5198 -10.0935 5.5742
O -3.9859 -15.8799 5.8213
N 2.6072 14.4042 9.8575
H 11.7987 1.0807 -4.7039
H -7.5009 -5.5790 -7.3536
H -2.5021 2.1169 0.5526
H -5.0895 -7.6029 6.4385
H -5.4524 -17.4012 6.0618
```

Values from the calculation:
2S+1   1
HOMO level   -8.73 eV
Gap between HOMO and LUMO   9.3 eV
Energy relative to the best compared isomer or geometry (same formula, charge and spin)   6.027 eV
Charge   0
Strongest force on any atom   3.41 eV/A

These are the Mulliken partial charges, in e, on atoms 1 to 6:
1 H 0.2624
2 H 0.3836
3 H 0.3421
4 H 0.3749
5 H 0.2522
6 H 0.2550

***

What is the HOMO level in the third record? -8.73 eV

***

charge of number 3 (C34H89N7O10)? 0